(1)
C25H25F5GeN4RuS3 as an isolated structure. Source: the Open Molecules 2025 dataset; level of theory: wB97M-V/def2-TZVPD.

```
64
Properties=species:S:1:pos:R:3:forces:R:3
Ru -0.45763 0.33960 -0.04477 -0.211 0.155 -0.228
S 0.20833 0.90906 2.17034 -0.009 -0.050 0.200
C -0.93528 -0.17805 2.91926 0.056 0.095 -0.010
C -1.35337 0.18241 4.24041 0.009 -0.025 0.015
N -1.66874 0.49720 5.29941 -0.009 0.002 -0.014
C -1.37434 -1.33036 2.33999 -0.008 -0.072 -0.150
S -0.86112 -1.88723 0.76655 -0.028 0.060 0.048
C -2.26370 -2.21058 3.03718 0.063 -0.001 0.094
N -2.96632 -2.94359 3.57518 -0.030 0.019 -0.037
N -4.61063 1.01105 -0.76427 -0.006 0.018 -0.036
C -3.57018 0.28591 -0.33856 0.012 0.022 0.017
N -2.51246 1.03791 -0.09310 -0.091 -0.048 -0.060
C -2.89376 2.35143 -0.38323 0.020 -0.003 -0.011
C -2.16948 3.53855 -0.31018 -0.004 -0.007 -0.008
C -2.81484 4.69124 -0.70617 0.004 0.011 0.004
C -4.14476 4.67050 -1.15971 -0.002 -0.011 0.007
C -4.87373 3.50019 -1.22217 -0.019 0.015 0.000
C -4.21619 2.34255 -0.82130 0.003 -0.011 0.045
H -5.51399 0.63821 -1.00968 -0.002 0.000 0.002
H -3.60331 -0.78672 -0.22844 0.004 -0.004 0.004
H -1.14428 3.55496 0.03977 0.006 0.007 0.000
H -2.28858 5.63526 -0.67004 0.001 -0.004 0.002
H -4.60960 5.59855 -1.46262 0.000 -0.002 -0.003
H -5.89921 3.48896 -1.56561 0.005 -0.002 -0.001
C 2.15403 -5.79951 2.08332 -0.002 0.003 -0.001
C 1.63233 -4.36895 2.09147 0.002 0.004 -0.015
C 2.65962 -3.38361 2.63606 0.002 -0.005 -0.004
C 2.13609 -1.94657 2.73453 0.034 0.069 0.006
Ge 1.96799 -1.07905 1.00347 0.152 -0.084 0.087
C 3.13073 0.46405 0.73840 0.063 -0.083 -0.004
C 4.58879 -0.04676 0.63153 -0.009 0.051 0.007
C 5.10675 -0.15980 -0.79887 0.013 -0.010 -0.015
C 4.34331 -1.14910 -1.66906 -0.003 -0.015 0.000
H 1.40289 -6.49176 1.70501 0.003 -0.001 0.001
H 2.42666 -6.11950 3.09013 -0.002 -0.005 -0.003
H 3.04032 -5.89073 1.45278 0.001 0.003 0.004
H 0.72215 -4.30903 2.69757 0.007 0.005 0.005
H 1.34474 -4.08042 1.07496 -0.020 -0.003 -0.002
H 3.56573 -3.42220 2.02154 0.005 -0.006 0.011
H 2.96442 -3.70010 3.63718 -0.001 0.002 0.001
H 2.81459 -1.30065 3.29830 0.003 -0.025 0.014
H 1.17685 -1.92145 3.25417 -0.002 -0.012 -0.010
H 1.87199 -2.00404 -0.21299 0.034 0.004 -0.011
H 3.00423 1.09210 1.62000 -0.002 0.022 -0.007
H 2.85939 1.05115 -0.13934 -0.016 0.003 0.011
H 4.71693 -1.01183 1.14166 -0.017 -0.012 -0.008
H 5.21994 0.65104 1.18494 0.014 -0.017 0.009
H 6.15794 -0.45155 -0.75842 0.001 0.004 0.005
H 5.08167 0.83130 -1.26008 -0.007 0.007 0.000
H 4.32502 -2.14449 -1.21614 -0.005 0.011 -0.001
H 4.80811 -1.24672 -2.64951 0.005 0.008 0.002
H 3.31127 -0.83169 -1.83812 -0.015 -0.010 0.008
F -4.05928 3.05832 -4.62151 -0.012 0.005 -0.004
C -2.97677 2.53988 -4.06602 -0.007 0.025 -0.013
C -1.89597 3.35027 -3.76022 -0.036 -0.022 -0.017
F -1.94856 4.64714 -4.02740 0.016 0.022 0.010
C -0.78263 2.80292 -3.14861 -0.028 -0.006 -0.026
F 0.21947 3.61001 -2.82604 0.060 0.042 0.032
C -0.71218 1.44779 -2.84078 -0.039 -0.108 0.026
S 0.68973 0.77226 -2.00787 0.054 -0.018 0.018
C -1.80609 0.65417 -3.18045 -0.032 0.012 -0.008
F -1.80804 -0.64714 -2.87207 -0.013 0.008 -0.001
C -2.93300 1.18526 -3.77409 0.050 -0.044 0.020
F -3.98402 0.41197 -4.03772 -0.012 0.013 -0.007
```
Forces are in eV/Å.

total charge: +1
LUMO level (spin up / spin down): -0.134 / -0.208 Ha
orbital gap (spin up / spin down): 8.082 / 6.691 eV
energy relative to the best compared isomer or geometry (same formula, charge and spin): 0.036 eV
multiplicity: 6
HOMO level (spin up / spin down): -11.72 / -12.34 eV

=====

(2)
C42H41MnN4P2Si as an isolated structure in a non-equilibrium geometry. Source: the Open Molecules 2025 dataset; level of theory: wB97M-V/def2-TZVPD.

```
91
Properties=species:S:1:pos:R:3:forces:R:3
Mn 0.20201 -0.56998 0.40587 0.231 -0.318 0.398
C 0.14553 0.51275 4.24095 -0.264 -0.323 -0.934
Si -0.32653 0.64801 2.37659 -0.116 1.189 -0.287
C 0.46027 2.35303 1.86489 -0.116 -0.795 0.105
C 0.07087 3.52719 2.49601 0.146 0.098 0.030
C 0.73347 4.71839 2.25918 -0.120 -0.003 0.112
C 1.82794 4.74642 1.40893 0.077 0.097 -0.091
C 2.21914 3.59613 0.75129 -0.004 0.016 0.000
C 1.51431 2.41297 0.94613 0.022 -0.146 -0.022
P 1.96844 0.88540 0.05475 -0.465 1.250 -0.236
C 1.69514 1.13610 -1.73663 0.006 -0.231 0.269
C 1.55284 2.34002 -2.41192 0.110 -0.166 0.068
C 1.37336 2.32797 -3.78712 0.148 0.023 -0.061
C 1.31970 1.13150 -4.48376 0.031 0.014 -0.016
C 1.45687 -0.07484 -3.81154 -0.103 -0.022 -0.138
C 1.64008 -0.06931 -2.44445 0.027 -0.024 0.305
C 3.78683 0.93454 0.14441 -0.207 -0.534 0.151
C 4.56185 1.52970 -0.84664 -0.177 -0.084 0.041
C 5.93460 1.59401 -0.69482 0.125 0.053 0.004
C 6.53752 1.05621 0.43045 0.003 -0.003 -0.001
C 5.76597 0.46077 1.41739 0.141 -0.001 0.070
C 4.39279 0.39742 1.27647 -0.085 0.015 -0.096
C -2.23552 0.89299 2.24491 0.791 -0.311 0.010
C -3.04105 1.14981 3.34626 -0.044 0.079 0.002
C -4.41553 1.25490 3.21729 -0.080 0.019 0.061
C -5.00807 1.09119 1.97568 -0.056 -0.016 -0.021
C -4.22483 0.83551 0.86219 -0.052 0.006 0.007
C -2.84585 0.74031 0.99150 0.148 -0.207 0.048
P -1.75618 0.49341 -0.46173 -0.122 0.557 0.367
C -2.85870 -0.25223 -1.70255 0.408 -0.236 0.088
C -3.86277 0.46857 -2.34840 0.070 -0.091 -0.016
C -4.70317 -0.17353 -3.23788 -0.053 0.018 -0.008
C -4.54047 -1.52575 -3.49783 0.002 -0.078 -0.040
C -3.52863 -2.23879 -2.87642 -0.093 -0.136 -0.087
C -2.68850 -1.60416 -1.97898 0.069 0.103 0.093
C -1.66664 2.20131 -1.09127 0.204 -0.097 -0.137
C -1.46569 2.40618 -2.45467 -0.156 -0.007 0.239
C -1.41871 3.69176 -2.95881 -0.048 0.040 -0.072
C -1.52542 4.77819 -2.10514 -0.010 0.004 -0.068
C -1.71506 4.57577 -0.74857 0.038 0.128 0.029
C -1.79281 3.29275 -0.24012 -0.071 -0.122 -0.082
H -0.04406 1.46529 4.72274 -0.074 0.233 0.076
H 1.19444 0.27526 4.37873 0.238 -0.011 -0.061
H -0.43746 -0.25164 4.74277 -0.144 -0.168 0.139
H -0.75966 3.49870 3.18666 -0.129 0.084 0.158
H 0.41340 5.61848 2.76139 -0.002 0.130 0.056
H 2.38150 5.66185 1.26938 0.040 0.119 -0.046
H 3.09096 3.60069 0.11205 0.053 0.106 -0.087
H 1.56717 3.27563 -1.87064 -0.024 0.070 0.033
H 1.26939 3.26306 -4.31710 -0.021 0.073 -0.044
H 1.16633 1.13426 -5.55205 0.018 0.022 -0.110
H 1.42072 -1.00920 -4.35144 -0.017 -0.066 -0.058
H 1.76981 -1.00722 -1.89826 -0.007 0.085 -0.174
H 4.09582 1.93526 -1.73409 0.016 0.004 -0.029
H 6.53433 2.06990 -1.45656 0.057 -0.003 -0.066
H 7.61138 1.09545 0.53341 0.083 0.020 0.043
H 6.24234 0.04992 2.29420 0.030 -0.065 0.089
H 3.77622 -0.07067 2.03521 0.053 -0.009 0.071
H -2.58133 1.27407 4.31425 0.005 -0.008 0.220
H -5.02484 1.45177 4.08686 -0.072 0.028 0.067
H -6.08155 1.15426 1.87007 -0.064 0.014 0.016
H -4.69339 0.69714 -0.10191 -0.059 0.010 0.061
H -3.97817 1.52760 -2.16763 -0.020 0.039 0.028
H -5.48819 0.38083 -3.73004 -0.055 0.049 -0.051
H -5.20145 -2.02045 -4.19435 -0.028 -0.045 -0.051
H -3.39654 -3.28743 -3.09533 0.018 -0.104 -0.013
H -1.88709 -2.14790 -1.48695 -0.099 -0.037 -0.077
H -1.36937 1.55359 -3.11472 0.023 0.019 -0.076
H -1.30540 3.84449 -4.02153 0.066 0.040 -0.102
H -1.46736 5.78024 -2.50097 -0.045 0.120 -0.038
H -1.82246 5.41910 -0.08465 0.024 0.114 0.086
H -1.96830 3.13854 0.81344 -0.040 0.039 0.018
C 0.59588 -6.90569 -0.35349 -0.050 -0.086 0.249
C 0.52098 -6.83815 1.16927 0.020 0.225 -0.101
C 1.89522 -6.55121 1.76798 -0.240 -0.162 -0.048
C -0.53112 -5.80272 1.62063 -0.221 -1.307 0.069
N -0.10466 -4.45599 1.39775 0.508 1.565 -0.308
C 0.77096 -3.70063 2.09561 -0.262 0.263 -0.483
N 0.89860 -2.55261 1.48311 0.086 0.238 0.162
N 0.07887 -2.60670 0.41466 -0.025 -1.201 0.316
N -0.51336 -3.73981 0.34981 -0.416 -0.345 -0.152
H 1.39029 -7.58192 -0.65613 0.069 -0.059 -0.079
H 0.80727 -5.92654 -0.77714 0.051 0.122 -0.108
H -0.33808 -7.27083 -0.77188 -0.104 0.008 -0.111
H 0.16942 -7.80220 1.54765 -0.031 0.069 0.022
H 2.31981 -5.63572 1.35931 0.107 0.051 -0.046
H 2.57244 -7.36225 1.51986 0.121 -0.062 0.018
H 1.84857 -6.46923 2.85150 0.069 0.006 0.172
H -0.74414 -5.91690 2.68600 -0.023 0.078 -0.088
H -1.45187 -5.94408 1.05105 0.032 0.094 0.167
H 1.24838 -3.98029 3.00964 0.131 -0.154 0.190
```
Forces are in eV/Å.

total charge: +1
LUMO level (spin up / spin down): -0.103 / -0.092 Ha
orbital gap (spin up / spin down): 7.950 / 7.525 eV
multiplicity: 2
HOMO level (spin up / spin down): -10.76 / -10.04 eV

=====

(3)
A 2-piece molecular cluster, C5H7N2OS overall in a non-equilibrium geometry. Source: the Open Molecules 2025 dataset; level of theory: wB97M-V/def2-TZVPD.

```
16
Properties=species:S:1:pos:R:3:forces:R:3
C 0.07409 1.02473 2.04853 0.226 1.321 -0.729
C 0.30784 1.76182 0.85747 0.317 -2.642 0.334
C -0.15582 -0.29034 1.76663 0.616 -0.230 -1.784
C 0.68059 0.90320 -0.12553 0.115 -1.546 0.810
C -0.53337 -1.42741 2.56940 -0.075 1.258 2.569
N 0.22625 0.14290 -4.27063 -0.437 1.239 -1.119
N 0.20248 0.03002 -2.98375 -0.177 -0.311 1.482
O 0.23493 -1.09560 -2.44351 0.217 1.648 -2.350
S 0.20707 -0.70771 -0.00051 -0.702 0.629 0.638
H 0.00332 1.60178 2.96393 -0.131 -0.645 0.266
H 0.35831 2.76046 0.84229 -0.292 3.709 -0.328
H -0.49828 -2.32205 2.07080 -0.754 -2.073 -1.846
H 0.15384 -1.70663 3.39706 -0.667 1.041 0.167
H -1.59111 -1.11202 2.87130 1.208 -0.932 0.098
H 0.05477 1.14605 -4.70942 0.626 -3.033 1.507
H 0.27511 -0.70922 -4.85406 -0.089 0.569 0.285
```
Forces are in eV/Å.

total charge: +1
LUMO level (spin up / spin down): -0.263 / -0.263 Ha
orbital gap (spin up / spin down): 6.258 / 6.252 eV
energy relative to the best compared isomer or geometry (same formula, charge and spin): 7.589 eV
multiplicity: 1
HOMO level (spin up / spin down): -13.41 / -13.41 eV

=====

(4)
One molecule with the formula C5H6O2. Source: the Open Molecules 2025 dataset; level of theory: wB97M-V/def2-TZVPD.

```
13
Properties=species:S:1:pos:R:3:forces:R:3
C 2.97946 -0.05813 0.27820 -0.468 -0.014 -0.179
C 1.88048 -0.14889 -0.20900 0.559 0.036 0.190
C 0.52520 -0.32723 -0.72879 -0.079 -0.082 -0.395
O 0.31025 -0.58504 -1.89154 0.130 0.111 0.529
C -0.60289 -0.20179 0.30708 0.030 0.258 0.060
C -1.47669 0.99627 -0.02805 -0.016 0.072 -0.031
O -1.43755 -1.33778 0.26383 0.096 -0.269 0.033
H 3.95732 0.02103 0.70266 -0.167 0.001 -0.096
H -0.14916 -0.07807 1.30302 -0.064 -0.058 -0.170
H -2.25590 1.10475 0.73137 0.119 -0.029 -0.101
H -1.94736 0.82343 -0.99990 0.085 0.049 0.117
H -0.89279 1.92113 -0.07125 -0.058 -0.129 0.028
H -0.89037 -2.12967 0.34236 -0.167 0.056 0.017
```
Forces are in eV/Å.

LUMO level: -0.002 Ha
orbital gap: 10.193 eV
energy relative to the best compared isomer or geometry (same formula, charge and spin): 2.397 eV
multiplicity: 1
SMILES: C#CC(=O)[C@@H](C)O
HOMO level: -10.24 eV